(1)
ORCA calculation (the ωB97M-V functional and the def2-TZVPD basis) on a cluster of 9 separate species, C30H52F3NO21S5 in total.

Structure (XYZ):
```
112
Properties=species:S:1:pos:R:3:mulliken_charge:R:1
C 0.64 -0.48 0.01 -0.514
N -0.78 -0.16 -0.17 1.242
O -1.24 -0.47 -1.24 -0.555
O -1.35 0.43 0.75 -0.454
H 0.90 -1.53 -0.15 0.202
H 0.97 -0.20 1.01 -0.193
H 1.16 0.14 -0.71 0.324
C -2.10 3.95 -1.90 -0.205
C -1.71 3.89 -3.41 -0.271
C -0.15 4.06 -3.58 -0.898
S 0.63 3.88 -1.93 1.148
O 1.00 5.21 -1.41 -0.731
O 1.56 2.74 -1.93 -0.641
C -0.94 3.41 -1.01 -0.017
H -2.92 3.25 -1.68 -0.166
H -2.37 4.97 -1.62 0.442
H -2.26 4.63 -3.99 0.463
H -2.10 2.96 -3.81 -0.254
H 0.26 5.02 -3.89 0.440
H 0.19 3.20 -4.16 0.359
H -0.85 3.69 0.04 0.674
H -0.82 2.32 -1.01 -0.486
C -3.95 0.43 -3.69 0.593
C -4.31 0.86 -5.11 -0.700
C -4.75 -0.35 -5.88 -0.859
S -3.70 -1.77 -5.21 1.134
O -2.63 -2.08 -6.13 -0.655
O -4.56 -2.83 -4.61 -0.664
C -2.97 -0.79 -3.81 -0.856
H -4.89 0.25 -3.16 0.365
H -3.34 1.18 -3.19 -0.786
H -3.40 1.18 -5.62 0.286
H -4.98 1.72 -5.21 0.506
H -4.58 -0.20 -6.94 0.449
H -5.77 -0.74 -5.79 0.388
H -2.00 -0.39 -4.09 0.430
H -2.93 -1.43 -2.93 0.388
C 2.16 -5.52 -2.01 -0.817
C 2.77 -4.95 -0.69 0.134
C 2.22 -5.65 0.48 -0.839
S 0.47 -6.15 0.07 1.094
O -0.44 -5.07 0.50 -0.565
O 0.26 -7.54 0.46 -0.710
C 0.68 -6.05 -1.76 -0.699
H 2.80 -6.36 -2.28 0.338
H 2.34 -4.78 -2.79 0.372
H 2.60 -3.88 -0.55 -0.371
H 3.86 -4.99 -0.75 0.477
H 2.41 -5.02 1.35 0.384
H 2.66 -6.62 0.72 0.432
H -0.15 -5.53 -2.25 0.446
H 0.66 -7.08 -2.11 0.316
C 3.12 2.43 0.59 0.321
C 3.94 1.72 1.66 -0.764
C 3.94 2.58 2.94 -0.096
S 3.93 4.39 2.46 1.101
O 5.26 4.91 2.44 -0.647
O 2.84 5.03 3.24 -0.634
C 3.36 3.98 0.68 -0.732
H 2.05 2.29 0.69 -0.317
H 3.39 2.04 -0.39 0.426
H 4.92 1.67 1.18 0.419
H 3.69 0.68 1.85 0.322
H 4.76 2.55 3.66 0.571
H 2.99 2.52 3.47 -0.548
H 4.20 4.29 0.06 0.328
H 2.48 4.57 0.44 0.329
C 0.19 1.00 3.81 0.520
C 0.29 2.22 4.70 -0.639
C -1.08 2.96 4.86 -0.799
S -2.34 1.60 4.68 0.937
O -3.22 1.90 3.52 -0.504
O -2.87 1.25 6.03 -0.702
C -1.06 0.26 4.29 -1.118
H 1.13 0.45 3.92 0.371
H 0.09 1.29 2.77 -0.285
H 1.15 2.85 4.48 0.136
H 0.60 1.76 5.64 0.382
H -1.22 3.60 3.99 0.288
H -1.38 3.58 5.70 0.504
H -1.49 -0.51 3.65 0.410
H -0.89 -0.20 5.26 0.468
C -0.40 -5.24 3.93 -0.247
C -1.62 -4.31 4.12 0.249
O -1.24 -3.09 3.56 -0.255
C 0.11 -3.05 3.47 0.729
O 0.78 -2.07 3.15 -0.566
O 0.62 -4.27 3.88 -0.373
F -1.81 -4.09 5.45 -0.319
H -0.56 -5.89 3.07 0.080
H -0.15 -5.89 4.77 0.358
H -2.55 -4.70 3.71 0.328
C 6.51 -2.39 -1.93 -0.406
C 5.92 -1.38 -2.93 0.326
O 4.69 -1.00 -2.34 -0.281
C 4.55 -1.55 -1.09 0.700
O 3.62 -1.30 -0.29 -0.547
O 5.67 -2.30 -0.85 -0.323
F 5.71 -2.06 -4.05 -0.293
H 7.56 -2.13 -1.78 0.280
H 6.54 -3.39 -2.36 0.256
H 6.67 -0.60 -3.10 0.270
C -4.25 3.48 0.83 -0.646
C -5.45 2.78 1.47 0.245
O -5.67 1.69 0.64 -0.360
C -4.53 1.42 0.05 0.365
O -4.30 0.50 -0.72 -0.533
O -3.58 2.35 0.36 0.297
F -6.49 3.51 1.52 -0.323
H -3.62 4.02 1.53 0.311
H -4.56 4.07 -0.03 0.372
H -5.19 2.45 2.48 0.336
```

The calculation puts the energy at -5099.43897 hartree. The spin multiplicity is 1. The structure (SMILES) is O=C1OC[C@@H](F)O1.O=C1OC[C@@H](F)O1.O=C1OC[C@@H](F)O1.C[N+](=O)[O-].O=S1(=O)CCCC1.O=S1(=O)CCCC1.O=S1(=O)CCCC1.O=S1(=O)CCCC1.O=S1(=O)CCCC1. Its largest force on an atom is 5.242 eV/A.

(2)
ORCA calculation (the ωB97M-V functional and the def2-TZVPD basis) on a cluster of 4 separate species, C30H52O7S in total.

Structure (XYZ):
```
90
Properties=species:S:1:pos:R:3:mulliken_charge:R:1
C 5.48 1.81 -0.16 -0.847
C 4.98 2.73 -1.37 -0.404
S 4.50 4.37 -0.61 -0.152
C 2.79 4.00 0.05 -0.580
C 1.68 4.40 -0.98 0.488
C 0.37 4.66 -0.65 0.612
C -0.25 4.61 0.78 -0.396
O -1.21 3.57 0.97 -0.476
C -2.34 3.69 0.16 0.546
C -2.96 5.00 -0.07 -0.508
C -4.12 5.20 -0.94 0.859
C -4.66 6.66 -1.13 -1.300
C -4.67 4.03 -1.60 -0.808
C -4.08 2.73 -1.34 -0.589
C -2.92 2.52 -0.46 0.370
C -2.43 1.05 -0.30 0.612
C -3.24 0.30 0.85 -1.308
C -0.87 0.88 -0.14 -1.311
C -0.24 5.05 -2.03 0.485
O -1.07 5.83 -2.36 -0.495
O 0.51 4.26 -2.95 -0.293
C 1.83 4.58 -2.54 0.005
O 2.74 4.93 -3.21 -0.466
H 5.60 2.46 0.75 0.195
H 4.68 1.06 0.07 0.208
H 6.46 1.35 -0.41 0.348
H 4.07 2.25 -1.83 0.197
H 5.74 2.85 -2.18 0.469
H 2.74 2.89 0.18 0.125
H 2.69 4.54 1.02 0.426
H 0.60 4.38 1.48 -0.031
H -0.61 5.62 1.10 0.246
H -2.56 5.92 0.42 0.059
H -5.66 6.78 -0.66 0.348
H -4.66 6.92 -2.22 0.315
H -3.88 7.34 -0.66 0.304
H -5.54 4.13 -2.29 0.330
H -4.53 1.85 -1.85 0.316
H -2.71 0.51 -1.25 0.264
H -4.19 -0.13 0.44 0.339
H -3.49 0.97 1.70 0.311
H -2.66 -0.59 1.24 0.357
H -0.34 1.63 -0.78 0.075
H -0.62 -0.18 -0.44 0.374
H -0.63 1.04 0.95 0.370
C -0.91 -5.11 -2.58 -0.970
C -1.88 -4.00 -2.97 -0.437
O -1.47 -2.71 -2.52 -0.333
C -0.24 -2.23 -3.03 -0.031
C -0.23 -2.07 -4.54 -1.205
H -0.70 -5.08 -1.50 0.297
H -1.32 -6.08 -2.83 0.345
H 0.05 -5.00 -3.09 0.285
H -2.84 -4.20 -2.50 0.304
H -2.05 -3.99 -4.05 0.318
H 0.59 -2.87 -2.69 0.286
H -0.09 -1.25 -2.57 0.153
H -0.29 -3.04 -5.04 0.281
H 0.69 -1.58 -4.86 0.407
H -1.08 -1.48 -4.87 0.308
C 3.06 0.20 4.40 -1.347
C 3.11 1.28 3.34 0.042
O 2.41 2.47 3.69 -0.363
C 2.88 3.16 4.83 -0.314
C 4.30 3.66 4.70 -1.052
H 2.03 0.01 4.71 0.322
H 3.50 -0.72 4.03 0.419
H 3.61 0.50 5.30 0.295
H 2.62 0.90 2.43 0.282
H 4.14 1.52 3.06 0.147
H 2.76 2.55 5.73 0.321
H 2.21 4.02 4.96 0.336
H 5.02 2.83 4.66 0.275
H 4.57 4.29 5.55 0.404
H 4.43 4.23 3.78 0.230
C -1.02 -8.39 2.48 -1.118
C -1.29 -7.56 1.24 -0.281
O -0.48 -7.91 0.13 -0.407
C -0.64 -9.23 -0.36 -0.324
C -2.04 -9.53 -0.86 -0.993
H 0.05 -8.40 2.72 0.299
H -1.57 -8.00 3.34 0.396
H -1.33 -9.43 2.34 0.260
H -1.05 -6.51 1.47 0.322
H -2.35 -7.58 0.97 0.324
H -0.33 -9.96 0.40 0.326
H 0.06 -9.33 -1.19 0.320
H -2.77 -9.53 -0.05 0.266
H -2.08 -10.51 -1.34 0.394
H -2.36 -8.77 -1.58 0.221
```

The calculation puts the energy at -2099.00355 hartree. The spin multiplicity is 1. The structure (SMILES) is CCSCC1=C(COc2cc(C)ccc2C(C)C)C(=O)OC1=O.CCOCC.CCOCC.CCOCC. Its largest force on an atom is 2.893 eV/A.